Entry 1:
Molecular formula: C40H75ClN12O5PPtSSi
Method: DFT, ωB97M-V/def2-TZVPD

Computed properties:
expectation value of S² = 6.049
total charge = +1
spin multiplicity = 5
LUMO (spin up / spin down) = -0.0691 / -0.1664 Ha

Each line ends with the Mulliken charge.
Element x y z (Å)
Pt1 0.4354 0.4237 0.1136  1.62
C1 6.4741 -0.9945 -0.8098  -0.94
N1 5.5731 -0.7517 -1.9243  0.77
C2 6.0088 -1.2721 -3.2044  -1.50
C3 4.6496 0.2661 -1.7447  -0.37
N2 3.7110 0.1940 -0.7726  0.65
C4 3.3062 -0.9623 -0.2407  0.26
C5 3.4504 -2.2657 -0.8114  -1.04
C6 3.2908 -3.3707 -0.0173  -1.17
C7 2.9801 -3.2181 1.3402  -0.76
C8 2.6869 -1.9724 1.8819  -0.64
C9 2.7110 -0.8524 1.0788  0.58
N3 2.1933 0.4176 1.3876  0.50
C10 2.8111 1.2181 2.2242  -0.85
N4 3.6864 0.6825 3.1677  1.06
C11 3.1194 0.0797 4.3594  -1.12
C12 5.0323 1.2044 3.2818  -1.19
N5 2.6715 2.5446 2.1430  0.84
C13 3.1016 3.4406 3.2037  -1.46
C14 2.1056 3.2214 0.9908  -0.60
N6 4.7189 1.4272 -2.3687  0.49
C15 5.6549 1.7348 -3.4438  -1.17
C16 3.7877 2.5002 -2.0207  -0.86
H1 6.8199 -2.0279 -0.8542  0.31
H2 5.9581 -0.8543 0.1389  0.24
H3 7.3481 -0.3336 -0.8384  0.29
H4 6.1187 -2.3546 -3.0988  0.34
H5 6.9756 -0.8699 -3.5253  0.38
H6 5.2537 -1.0838 -3.9612  0.50
H7 3.6678 -2.3461 -1.8619  0.52
H8 3.4028 -4.3625 -0.4319  0.50
H9 2.9002 -4.0959 1.9677  0.44
H10 2.3389 -1.8966 2.8988  0.45
H11 2.0769 -0.1793 4.1783  0.30
H12 3.1658 0.7637 5.2165  0.35
H13 3.6651 -0.8297 4.6236  0.30
H14 5.3162 1.6921 2.3505  0.33
H15 5.7207 0.3734 3.4522  0.34
H16 5.1572 1.9185 4.1037  0.35
H17 4.0455 3.9239 2.9383  0.33
H18 3.2138 2.9073 4.1423  0.31
H19 2.3443 4.2113 3.3407  0.71
H20 1.1135 3.6118 1.2239  0.01
H21 2.0136 2.5295 0.1559  -0.46
H22 2.7734 4.0409 0.7169  0.70
H23 5.1254 2.3362 -4.1776  0.47
H24 6.5025 2.2968 -3.0457  0.35
H25 6.0040 0.8418 -3.9409  0.35
H26 4.0780 3.3807 -2.5853  0.35
H27 3.8747 2.6941 -0.9544  0.41
H28 2.7653 2.2237 -2.2624  0.19
C17 0.0135 2.9904 3.9632  -0.85
Si1 -1.2484 2.3187 2.7382  0.80
C18 -2.3098 1.1569 3.7805  -0.93
C19 -2.3682 3.7679 2.3010  -1.27
O1 -0.5264 1.7764 1.3814  -1.09
H29 -0.5114 3.3146 4.8639  0.61
H30 0.5424 3.8573 3.5721  -0.01
H31 0.7463 2.2377 4.2605  0.11
H32 -3.0613 1.7653 4.2876  0.40
H33 -1.7150 0.6515 4.5409  0.27
H34 -2.8236 0.3860 3.2168  0.08
H35 -2.6504 4.2871 3.2181  0.51
H36 -3.2934 3.4413 1.8202  0.23
H37 -1.8901 4.4925 1.6418  0.30
O2 1.2230 -0.2867 -5.0401  -0.62
Cl1 2.1840 0.0844 -4.0512  1.79
O3 2.9647 -1.0759 -3.6655  -0.71
O4 3.0678 1.0949 -4.5714  -0.74
O5 1.5062 0.5933 -2.8703  -0.82
N7 -0.8479 -0.2461 -1.0169  0.21
P1 -2.2301 -0.0298 -1.8592  -1.25
N8 -2.2989 -1.1725 -3.0260  1.05
C20 -1.2636 -2.2257 -3.1438  -0.21
C21 -1.6026 -3.1363 -4.3142  -0.97
C22 -1.6676 -2.3846 -5.6497  -0.68
C23 -2.2660 -0.9805 -5.4726  -0.54
C24 -3.1243 -0.9433 -4.2241  -0.86
N9 -3.4868 -0.2665 -0.8396  0.57
C25 -4.1682 -1.5533 -0.6876  -0.53
C26 -5.6316 -1.3000 -0.3444  -0.98
C27 -5.7561 -0.4517 0.9189  -0.83
C28 -4.9499 0.8354 0.7854  -0.79
C29 -3.5137 0.5191 0.3966  0.55
N10 -2.3657 1.4949 -2.4193  1.07
C30 -3.6261 2.2505 -2.4111  -1.21
C31 -3.4804 3.5257 -1.5941  0.30
C32 -2.3502 4.4166 -2.1499  -0.82
C33 -1.5169 3.6727 -3.1918  -1.04
C34 -1.1454 2.2739 -2.7260  0.38
H38 -1.2366 -2.7975 -2.2150  0.38
H39 -0.2841 -1.7691 -3.2907  -0.06
H40 -2.5553 -3.6328 -4.1126  0.30
H41 -0.8482 -3.9232 -4.3595  0.44
H42 -2.2716 -2.9644 -6.3502  0.33
H43 -0.6703 -2.3012 -6.0766  0.33
H44 -2.8607 -0.6960 -6.3426  0.47
H45 -1.4703 -0.2452 -5.3651  0.13
H46 -3.8940 -1.7212 -4.2731  0.39
H47 -3.6478 0.0072 -4.1149  0.46
H48 -3.6854 -2.1110 0.1241  0.25
H49 -4.0653 -2.1261 -1.6082  0.53
H50 -6.1439 -2.2571 -0.2235  0.44
H51 -6.1074 -0.7821 -1.1822  0.34
H52 -5.3689 -1.0166 1.7729  0.28
H53 -6.8034 -0.2290 1.1292  0.43
H54 -4.9548 1.3914 1.7243  0.33
H55 -5.4009 1.4805 0.0250  0.35
H56 -3.0178 -0.0747 1.1715  -0.27
H57 -2.9158 1.4229 0.2610  -0.87
H58 -4.4123 1.6093 -2.0144  0.58
H59 -3.8952 2.4869 -3.4454  0.55
H60 -3.2611 3.2484 -0.5603  -0.67
H61 -4.4323 4.0578 -1.5855  0.69
H62 -1.7029 4.7340 -1.3303  0.31
H63 -2.7595 5.3235 -2.5947  0.34
H64 -0.5912 4.2122 -3.3966  0.51
H65 -2.0526 3.6151 -4.1424  0.35
H66 -0.5213 2.3402 -1.8254  -0.31
H67 -0.5654 1.7556 -3.4879  -0.33
C35 -1.8016 -4.6576 6.3515  -1.44
C36 -2.1327 -4.2839 4.9469  0.92
C37 -3.1141 -4.8503 4.1923  -1.04
C38 -3.2879 -4.3673 2.8718  1.00
N11 -2.5615 -3.4039 2.3535  -0.18
C39 -1.5758 -2.8308 3.0934  -0.85
S1 -0.5963 -1.6114 2.5278  -0.15
N12 -1.3923 -3.3079 4.3758  0.11
C40 -4.3283 -4.9743 1.9836  -1.04
H68 -2.4928 -5.4111 6.7175  0.36
H69 -1.8595 -3.7850 7.0031  0.36
H70 -0.7885 -5.0575 6.4100  0.34
H71 -3.7346 -5.6362 4.5918  0.38
H72 -0.6592 -2.8532 4.9026  0.26
H73 -4.9912 -5.6444 2.5257  0.39
H74 -3.8340 -5.5351 1.1886  0.28
H75 -4.9108 -4.1867 1.5108  0.08

=====

Entry 2:
Molecular formula: C40H75N2O10
Method: DFT, ωB97M-V/def2-TZVPD

Computed properties:
total charge = +1
LUMO = -0.0961 Ha

Each line ends with the Mulliken charge.
Element x y z (Å)
C1 2.6799 -0.0074 4.9590  -1.24
C2 2.2021 -1.3178 4.2493  0.49
C3 3.3526 -1.8401 3.3650  -1.08
C4 2.9893 -3.1613 2.6418  -1.35
C5 3.0015 -3.0625 1.1121  1.79
C6 2.8212 -4.4918 0.5059  -1.38
C7 1.5925 -4.6474 -0.4081  0.27
C8 0.2597 -4.8375 0.3740  -2.02
C9 -0.2733 -3.4754 0.8756  2.50
C10 -1.7603 -3.5014 1.2341  -0.87
C11 -2.1483 -2.3452 2.1850  -1.40
C12 -1.6059 -0.9731 1.7744  0.48
C13 -1.7215 -0.6924 0.2702  -0.42
C14 -0.6791 0.3233 -0.1696  0.17
C15 -0.9429 0.7251 -1.6443  -1.28
N1 -0.1173 -0.1336 -2.5477  0.61
C16 1.3322 0.2289 -2.3930  2.58
N2 1.4748 1.5024 -3.1143  -0.35
C17 2.2569 -0.7967 -3.0845  -2.48
O1 2.3601 -2.0308 -2.4127  0.36
C18 3.5965 -2.3419 -1.8655  1.02
C19 4.5173 -1.4560 -1.3684  -0.59
C20 5.7026 -1.8536 -0.8036  -1.10
C21 5.9967 -3.1912 -0.7210  -0.72
C22 5.0887 -4.0774 -1.2526  -0.09
C23 3.9102 -3.6808 -1.8166  -0.75
C24 1.5605 0.4001 -0.8770  -2.09
O2 0.6057 -0.3266 -0.1401  0.08
H1 2.6194 -0.0657 6.0465  0.34
H2 3.7331 0.1577 4.7084  0.33
H3 2.1108 0.8346 4.5545  0.30
H4 1.3026 -1.1342 3.6541  -0.54
H5 1.9928 -2.0436 5.0413  0.36
H6 4.1874 -2.0576 4.0416  0.32
H7 3.6665 -1.0394 2.6853  0.45
H8 2.0356 -3.5386 3.0277  0.47
H9 3.7380 -3.9187 2.9074  0.56
H10 2.2277 -2.3791 0.7418  -1.02
H11 3.9598 -2.6735 0.7440  0.42
H12 2.7047 -5.2141 1.3231  0.84
H13 3.7413 -4.7888 -0.0098  0.14
H14 1.4825 -3.8403 -1.1444  -0.47
H15 1.7346 -5.5851 -0.9712  0.50
H16 0.5018 -5.4549 1.2471  0.51
H17 -0.4800 -5.3645 -0.2387  0.42
H18 0.2843 -3.2323 1.7889  -0.55
H19 -0.0167 -2.7097 0.1382  -0.80
H20 -2.0195 -4.4427 1.7354  0.48
H21 -2.3963 -3.4534 0.3417  0.15
H22 -3.2283 -2.3488 2.3719  0.43
H23 -1.6973 -2.5885 3.1597  0.37
H24 -2.2141 -0.2169 2.2770  0.45
H25 -0.5935 -0.8228 2.1634  -0.51
H26 -1.6201 -1.5838 -0.3567  -0.79
H27 -2.7043 -0.2441 0.0778  0.94
H28 -0.7167 1.2299 0.4503  0.91
H29 -0.6744 1.7769 -1.7395  0.11
H30 -2.0058 0.6242 -1.8681  0.75
H31 -0.4571 0.0051 -3.5003  0.63
H32 -0.2890 -1.1126 -2.2734  -0.86
H33 1.2307 1.2927 -4.0836  0.33
H34 2.4546 1.7722 -3.1378  0.33
H35 1.7804 -1.0139 -4.0609  0.22
H36 3.2109 -0.3292 -3.3378  0.73
H37 4.3170 -0.3878 -1.4199  0.45
H38 6.4153 -1.1407 -0.4035  0.43
H39 6.9022 -3.5648 -0.2594  0.43
H40 5.3059 -5.1413 -1.2171  0.46
H41 3.2376 -4.4322 -2.2170  0.39
H42 1.4835 1.4775 -0.6561  0.44
H43 2.5417 0.0840 -0.5262  0.25
O3 -1.7743 -3.0776 -2.0787  -0.43
C25 -1.5446 -3.6550 -3.1145  0.42
O4 -2.5088 -4.3822 -3.6806  -0.42
C26 -2.4214 -4.9414 -4.9991  -0.37
C27 -1.7462 -6.2966 -4.9847  -0.95
C28 -0.1631 -3.6562 -3.7315  0.34
H44 -1.9400 -4.2447 -5.6872  0.35
H45 -3.4495 -5.0510 -5.3392  0.35
H46 -0.7137 -6.2276 -4.6396  0.24
H47 -1.7469 -6.7338 -5.9830  0.38
H48 -2.2672 -6.9704 -4.3047  0.31
H49 0.4186 -4.4690 -3.2980  0.23
H50 0.3262 -2.7127 -3.4929  -1.17
H51 -0.1656 -3.7425 -4.8158  0.59
O5 -4.0409 3.5876 -3.0748  -0.56
C29 -3.0686 4.1046 -3.5529  0.77
O6 -1.8556 3.8112 -3.0374  -0.28
C30 -0.6076 4.1813 -3.6365  0.16
C31 -0.1735 5.5689 -3.2109  -1.21
C32 -3.1725 5.1377 -4.6470  -1.11
H52 -0.6429 4.0747 -4.7233  0.40
H53 0.1119 3.4487 -3.2743  -0.10
H54 -0.8775 6.3300 -3.5475  0.33
H55 0.8097 5.8048 -3.6194  0.39
H56 -0.1281 5.6336 -2.1233  0.31
H57 -3.3094 6.1201 -4.1967  0.28
H58 -4.0435 4.9025 -5.2541  0.32
H59 -2.3164 5.1569 -5.3181  0.36
O7 -1.9880 2.1929 1.6682  -0.56
C33 -3.0243 2.7873 1.8563  0.66
O8 -3.8250 2.4174 2.8575  -0.40
C34 -4.9601 3.1800 3.2940  -0.39
C35 -6.2007 2.8353 2.4979  -1.05
C36 -3.4737 3.8821 0.9190  -1.22
H60 -4.7406 4.2481 3.2791  0.34
H61 -5.1108 2.9093 4.3377  0.38
H62 -6.0827 3.0852 1.4430  0.26
H63 -7.0644 3.3755 2.8851  0.40
H64 -6.4004 1.7650 2.5542  0.31
H65 -4.0276 3.4394 0.0902  0.37
H66 -2.5893 4.3814 0.5270  0.33
H67 -4.0768 4.6498 1.3969  0.43
O9 -1.0331 6.8354 2.0496  -0.58
C37 -0.7186 6.3046 3.0820  0.72
O10 -0.7594 7.0082 4.2255  -0.39
C38 -0.6112 6.4230 5.5233  -0.29
C39 0.8454 6.3186 5.9248  -0.94
C40 -0.1915 4.8897 3.1043  -0.46
H68 -1.1262 5.4625 5.5798  0.27
H69 -1.1293 7.0928 6.2081  0.33
H70 1.3996 5.6606 5.2546  0.26
H71 0.9353 5.9314 6.9399  0.36
H72 1.3205 7.2986 5.8783  0.30
H73 0.8850 4.9039 2.9372  0.33
H74 -0.6686 4.3403 2.2960  -0.20
H75 -0.4142 4.3508 4.0228  0.28

=====

Entry 3:
Molecular formula: C40H76F18N4O18S6
Method: DFT, ωB97M-V/def2-TZVPD

Computed properties:
total charge = -2
LUMO = 0.0861 Ha

Each line ends with the Mulliken charge.
Element x y z (Å)
C1 -2.6546 1.4268 -1.0052  0.99
C2 -3.2599 2.6764 -0.3783  -1.65
C3 -3.0096 2.4900 1.0665  -0.41
N1 -3.2749 3.7815 1.9643  0.63
C4 -2.1077 4.8453 1.6991  -1.31
C5 -4.6781 4.3397 1.6659  -0.63
C6 -4.9653 5.2850 2.8398  -0.71
C7 -4.0248 4.7470 3.9119  -0.74
C8 -3.3889 3.4580 3.4297  -0.66
H1 -1.5736 1.2893 -0.9792  0.69
H2 -2.9771 1.4683 -2.0456  0.05
H3 -3.0581 0.5422 -0.5126  -0.32
H4 -4.3460 2.7061 -0.4645  0.75
H5 -2.8619 3.6249 -0.7388  0.73
H6 -1.9691 2.3979 1.3779  -0.91
H7 -3.5725 1.7026 1.5679  0.84
H8 -1.2533 4.3786 2.1892  0.45
H9 -2.2519 5.8587 2.0737  0.48
H10 -2.0010 4.8348 0.6143  0.54
H11 -4.6375 4.9065 0.7357  0.37
H12 -5.4178 3.5398 1.6361  0.46
H13 -4.7231 6.3055 2.5430  0.29
H14 -6.0384 5.3388 3.0231  0.39
H15 -3.3346 5.5350 4.2134  0.28
H16 -4.4532 4.4504 4.8693  0.51
H17 -2.4208 3.0905 3.7700  0.38
H18 -4.0800 2.6225 3.5410  0.52
C9 -1.9457 -4.7689 -1.4661  -1.13
C10 -2.5605 -3.4549 -2.0113  -0.14
C11 -1.9558 -2.8873 -3.2319  0.09
N2 -2.6785 -1.5419 -3.7030  0.88
C12 -4.2495 -1.7322 -3.7074  -1.08
C13 -2.2452 -0.9697 -5.1101  -0.72
C14 -1.5537 0.3312 -4.8313  -0.18
C15 -2.1874 0.8949 -3.5481  -1.33
C16 -2.2142 -0.3956 -2.6884  -0.66
H19 -2.4837 -5.0860 -0.5728  0.42
H20 -0.8752 -4.6631 -1.2901  0.46
H21 -1.9796 -5.5437 -2.2321  0.55
H22 -2.5937 -2.7126 -1.2138  0.05
H23 -3.5975 -3.6843 -2.2562  0.55
H24 -2.0526 -3.5598 -4.0841  0.81
H25 -0.9238 -2.5539 -3.1226  -0.69
H26 -4.5661 -1.6938 -2.6651  0.18
H27 -4.2492 -2.7033 -4.2024  0.49
H28 -4.8750 -1.0584 -4.2929  0.40
H29 -3.2304 -0.8726 -5.5663  0.57
H30 -1.8836 -1.6996 -5.8344  0.27
H31 -1.6756 0.9234 -5.7383  0.68
H32 -0.4694 0.3789 -4.7300  -0.40
H33 -3.1366 1.3799 -3.7757  0.54
H34 -1.5009 1.6851 -3.2440  0.17
H35 -2.8976 -0.4011 -1.8393  0.82
H36 -1.2509 -0.7284 -2.3019  0.62
C17 4.9947 0.4682 -5.6694  -1.55
C18 3.7760 0.3135 -4.7171  0.16
C19 4.0084 1.4704 -3.6841  -1.48
N3 2.9789 1.6465 -2.5673  1.49
C20 3.1414 0.5484 -1.4995  0.14
C21 4.4483 0.6835 -0.8312  -2.53
C22 4.6684 2.0550 -0.0915  -0.17
C23 4.2869 3.2032 -1.0092  -2.21
C24 3.0424 3.0014 -1.7974  0.08
C25 1.5461 1.4899 -3.0776  -0.76
H37 4.8728 -0.3057 -6.4273  0.45
H38 5.8563 0.2437 -5.0407  0.35
H39 5.0591 1.4361 -6.1665  0.33
H40 3.8775 -0.5972 -4.1269  0.24
H41 2.8036 0.5019 -5.1723  -0.06
H42 4.0938 2.3867 -4.2681  0.69
H43 5.0160 1.4217 -3.2712  0.74
H44 3.0307 -0.5066 -1.7501  0.33
H45 2.3064 0.7147 -0.8188  0.15
H46 5.3166 0.5137 -1.4678  0.77
H47 4.5120 -0.0163 0.0021  0.85
H48 5.7105 2.1480 0.2144  0.77
H49 3.9371 1.9136 0.7043  0.03
H50 5.0012 3.2719 -1.8296  0.51
H51 4.1930 4.1452 -0.4689  0.78
H52 2.8497 3.7919 -2.5227  0.96
H53 2.2280 3.1065 -1.0806  -0.25
H54 1.4075 0.4484 -3.3679  0.05
H55 1.4009 2.0618 -3.9941  0.77
H56 0.7832 1.7086 -2.3305  -0.72
C26 2.8420 1.6774 1.2583  -1.67
C27 1.7360 1.2580 2.3398  -0.26
C28 1.2547 -0.1296 2.0467  -0.36
N4 -0.1777 -0.7166 2.2061  1.00
C29 -1.1911 -0.1924 1.0175  -0.36
C30 -0.9263 -0.9472 -0.2889  3.16
C31 -0.9249 -2.5313 -0.0511  0.35
C32 0.1762 -2.9713 0.9690  -1.38
C33 -0.2346 -2.2886 2.3829  -1.61
C34 -0.5684 -0.0855 3.5172  -1.27
H57 2.3938 2.1304 0.3740  -0.66
H58 3.4911 0.8855 0.8847  -0.70
H59 3.5867 2.2962 1.7589  1.73
H60 0.8901 1.9436 2.3905  -0.19
H61 2.1590 1.1865 3.3417  0.64
H62 1.9071 -0.8472 2.5445  0.85
H63 1.3593 -0.2713 0.9711  -0.18
H64 -1.1364 0.8930 0.9338  0.00
H65 -2.1914 -0.3736 1.4108  -0.13
H66 0.0402 -0.8015 -0.7713  -0.08
H67 -1.7459 -0.6405 -0.9387  -1.76
H68 -0.8595 -3.1376 -0.9546  -1.23
H69 -1.8737 -2.7455 0.4408  0.10
H70 1.1208 -2.5752 0.5963  0.12
H71 0.3765 -4.0181 1.1976  0.60
H72 0.3749 -2.5840 3.2370  -0.14
H73 -1.2404 -2.5637 2.7004  1.35
H74 -1.4150 -0.6271 3.9392  0.53
H75 -0.7316 0.9754 3.3277  0.12
H76 0.2835 -0.2311 4.1813  0.41
C35 1.5124 4.3143 0.4595  0.67
F1 2.0068 4.3687 -0.7640  -0.15
F2 2.3983 3.8006 1.4186  -0.16
F3 1.1678 5.5686 0.7539  -0.35
S1 -0.0114 3.1385 0.3965  1.52
O1 -1.0253 3.9451 -0.2468  -1.01
O2 0.4081 1.9288 -0.3791  -0.37
O3 -0.4487 2.9293 1.7125  -1.43
C36 1.0203 -2.3463 5.7371  0.51
F4 1.2899 -1.0484 5.4504  -0.33
F5 1.5864 -3.0681 4.7679  -0.14
F6 1.5631 -2.5300 7.0002  -0.29
S2 -0.7568 -2.9016 5.8559  1.11
O4 -1.3108 -2.7117 4.5088  -0.58
O5 -0.5887 -4.3300 6.1020  -0.70
O6 -1.4283 -2.2155 6.9506  -0.74
C37 5.1041 1.0706 3.4628  0.68
F7 4.7576 0.4624 4.5962  -0.24
F8 4.0707 1.9063 3.2734  -0.15
F9 6.3318 1.6811 3.5893  -0.30
S3 5.2914 -0.2348 2.0918  1.39
O7 3.9138 -0.5791 1.6485  -0.76
O8 6.0171 0.5167 1.0556  -0.71
O9 5.9964 -1.3043 2.8407  -0.80
C38 -3.7747 -2.2589 0.9116  0.26
F10 -4.1318 -1.0146 1.2524  -0.20
F11 -3.0536 -2.1852 -0.1875  -0.72
F12 -2.9727 -2.7738 1.8496  -0.07
S4 -5.4106 -3.2247 0.6943  1.41
O10 -6.2245 -2.6709 -0.4132  -0.74
O11 -4.9538 -4.5866 0.4767  -0.71
O12 -6.2152 -3.1131 1.9109  -0.73
C39 2.1957 -6.4936 3.5376  0.50
F13 1.3381 -7.4745 3.7301  -0.24
F14 2.1453 -5.6973 4.5784  -0.17
F15 3.4178 -6.9916 3.4221  -0.24
S5 1.5672 -5.4843 1.9756  1.26
O13 0.3040 -4.8590 2.4589  -0.68
O14 2.5736 -4.4902 1.7500  -0.63
O15 1.4229 -6.4227 0.8589  -0.71
C40 1.2824 -2.4148 -2.0066  0.14
F16 2.2025 -3.2614 -1.5245  -0.28
F17 0.0404 -3.0439 -1.8800  0.18
F18 1.3811 -1.3813 -1.2176  0.24
S6 1.5342 -2.0768 -3.9309  1.07
O16 1.9174 -3.4228 -4.4655  -0.89
O17 0.1817 -1.6659 -4.3073  -0.67
O18 2.6097 -1.1137 -3.9402  -0.21

=====

The calculated total energy results, record by record, are as follows: -4210.508180 -2430.793907 -7328.700905 hartree.